Record 1
C3H3N3 in the gas phase in a non-equilibrium geometry, computed with ωB97M-V/def2-TZVPD.

Element x y z (Å)
H -0.86608 1.23351 1.22014
N -0.72246 -0.83808 -0.88230
H 0.40021 -2.44594 -0.61826
C -0.27661 1.21796 0.31967
N 1.17473 -0.72114 0.37274
C 0.37280 -1.48420 -0.35041
N 0.98490 0.47987 0.59143
H -0.10917 2.24020 -0.03239
C -0.95832 0.31782 -0.62061

As for the energy above the lowest of the compared OMol25 structures with the same formula, charge and spin: 457.12 kJ/mol. Its gap between HOMO and LUMO (alpha / beta) is 6.81 / 6.81 eV. Its LUMO energy (alpha / beta) is -1.14 / -1.15 eV. Its energy is -7624.8118 eV. As for the max |F|: 3.70 eV/Å. The HOMO energy (alpha / beta) comes out at -7.958 / -7.958 eV.

Record 2
C3H3N3 in the gas phase in a non-equilibrium geometry, computed with ωB97M-V/def2-TZVPD.

Element x y z (Å)
H -0.62731 -2.02857 0.18099
H -0.00664 0.46782 1.70537
C 0.12374 0.55459 0.62729
N 2.03910 -0.68632 -0.37467
N -0.42928 -1.16063 -0.31419
C -0.35085 1.74953 0.02149
C 0.87606 -0.46544 -0.10001
N -0.77831 2.69291 -0.50328
H -0.84652 -1.12389 -1.24299

As for the energy above the lowest of the compared OMol25 structures with the same formula, charge and spin: 450.80 kJ/mol. Its gap between HOMO and LUMO (alpha / beta) is 10.01 / 6.48 eV. Its LUMO energy (alpha / beta) is -0.76 / -1.78 eV. Its energy is -7624.8773 eV. As for the max |F|: 3.90 eV/Å. The HOMO energy (alpha / beta) comes out at -10.763 / -8.264 eV.

Record 3
2 unconnected molecules or ions with the total composition C3H3N3O in a non-equilibrium geometry, computed with ωB97M-V/def2-TZVPD.

Element x y z (Å)
C -0.28300 -1.21136 0.64477
H -0.51299 -1.85686 1.49275
N -1.00196 2.54181 0.51126
N -0.15479 2.77242 -0.15421
H 2.56876 0.13280 -0.63587
O -0.42894 0.07036 -1.25643
N 2.05128 -0.53163 -0.08939
H -2.15848 -0.53177 -0.40987
C -1.05314 -0.54787 -0.38682
C 0.97326 -0.83788 0.28381

As for the energy above the lowest of the compared OMol25 structures with the same formula, charge and spin: 153.72 kJ/mol. Its gap between HOMO and LUMO is 9.65 eV. Its LUMO energy is 0.80 eV. Its energy is -9675.8611 eV. As for the max |F|: 1.93 eV/Å. The HOMO energy comes out at -8.851 eV. The SMILES is N=C=CC=O.N#N.

Record 4
C3H3N3O in the gas phase in a non-equilibrium geometry, computed with ωB97M-V/def2-TZVPD.

Element x y z (Å)
C 1.14174 -1.04013 0.00178
N -0.19756 -1.07173 -0.05222
H -2.41632 -0.82752 0.07970
N 1.92458 0.00577 0.00390
O -2.12879 0.11767 0.01708
H 1.65502 -1.98710 0.06038
C -0.76951 0.08644 -0.05301
N 1.28592 1.19845 -0.00773
H -0.47610 2.25737 -0.04270
C -0.01898 1.26078 -0.00718

As for the energy above the lowest of the compared OMol25 structures with the same formula, charge and spin: 111.91 kJ/mol. Its gap between HOMO and LUMO is 10.04 eV. Its LUMO energy is 0.15 eV. Its energy is -9676.2944 eV. As for the max |F|: 1.83 eV/Å. The HOMO energy comes out at -9.893 eV. The SMILES is Oc1cnncn1.

Record 5
C3H3N3O in the gas phase, computed with ωB97M-V/def2-TZVPD.

Element x y z (Å)
C 1.41563 -0.07760 -0.42587
O 2.51847 0.36722 -0.51511
C 0.14354 0.77630 -0.10910
H 1.15688 -1.15542 -0.49314
C -1.47122 -0.57920 0.07247
H 0.32136 1.83566 -0.29694
N 0.02174 0.40163 1.29718
H -2.28090 -1.28070 -0.09314
N -0.94379 0.17668 -0.81160
N -0.88171 -0.46456 1.37525

As for the energy above the lowest of the compared OMol25 structures with the same formula, charge and spin: 223.03 kJ/mol. Its gap between HOMO and LUMO is 9.90 eV. Its LUMO energy is -0.70 eV. Its energy is -9675.1427 eV. As for the max |F|: 0.64 eV/Å. The HOMO energy comes out at -10.603 eV. The SMILES is O=C[C@H]1N=CN=N1.

Record 6
2 unconnected molecules or ions with the total composition C3H3N3O in a non-equilibrium geometry, computed with ωB97M-V/def2-TZVPD.

Element x y z (Å)
C -2.63799 0.01240 0.00957
C 1.43500 -0.19282 0.59968
N 0.90861 -0.70695 -0.67084
N -3.46322 -0.72437 0.25683
H -0.74216 0.18523 -1.73323
O 0.96193 1.04625 0.71611
C -0.01181 0.18561 -0.96801
N -0.03242 1.23072 -0.16222
H 2.51770 -0.16960 0.66376
H 1.06435 -0.86646 1.28836

As for the energy above the lowest of the compared OMol25 structures with the same formula, charge and spin: 691.55 kJ/mol. Its gap between HOMO and LUMO (alpha / beta) is 5.73 / 9.62 eV. Its LUMO energy (alpha / beta) is -3.88 / -2.20 eV. Its energy is -9670.2868 eV. As for the max |F|: 4.40 eV/Å. The HOMO energy (alpha / beta) comes out at -9.610 / -11.821 eV.

Record 7
C3H3N3O in the gas phase in a non-equilibrium geometry, computed with ωB97M-V/def2-TZVPD.

Element x y z (Å)
O 1.61951 -0.19600 1.45961
N -1.65150 -0.24237 -1.02118
C 0.62209 -0.03273 0.56790
H -0.88520 0.22980 2.06083
C -0.61056 0.11394 0.95794
H -0.23656 0.41808 -2.66066
C -0.36622 0.10848 -1.54866
N -1.69811 0.09943 0.20052
H 2.40580 -0.43541 0.70262
N 0.80074 -0.06323 -0.71891

As for the energy above the lowest of the compared OMol25 structures with the same formula, charge and spin: 331.51 kJ/mol. Its gap between HOMO and LUMO is 9.31 eV. Its LUMO energy is -0.12 eV. Its energy is -9674.0184 eV. As for the max |F|: 7.84 eV/Å. The HOMO energy comes out at -9.438 eV. The SMILES is Oc1cnncn1.

Record 8
2 unconnected molecules or ions with the total composition C3H3N3O in a non-equilibrium geometry, computed with ωB97M-V/def2-TZVPD.

Element x y z (Å)
N 0.00104 0.58585 -1.47083
N -0.54822 -0.58154 -1.20512
H 0.38265 0.67009 1.70901
C -3.07241 -0.46033 0.22797
H -0.78783 -1.66303 0.64052
H 0.00232 1.14731 -2.29364
O 0.48324 1.28910 -0.30283
C -0.40590 -0.75514 0.08148
N -2.82227 -0.01720 1.24893
C 0.23724 0.35454 0.66748

As for the energy above the lowest of the compared OMol25 structures with the same formula, charge and spin: 647.26 kJ/mol. Its gap between HOMO and LUMO (alpha / beta) is 5.72 / 5.72 eV. Its LUMO energy (alpha / beta) is -2.38 / -2.38 eV. Its energy is -9670.7459 eV. As for the max |F|: 3.76 eV/Å. The HOMO energy (alpha / beta) comes out at -8.095 / -8.095 eV.